A gas-phase ion, C6H6N (charge +1) at a distorted geometry. Source: the OMol25 dataset; level of theory: wB97M-V/def2-TZVPD.

Bonds (Å) are listed after each position.
CARTESIAN COORDINATES (ANGSTROEM)
1 C 0.446 0.290 1.703  C2 1.258, C4 1.373
2 C 1.369 0.814 2.380  C1 1.258, H8 1.077, H9 1.090
3 C -1.127 -0.374 -1.709  C5 1.537, C6 1.507, H10 1.094, H11 1.066
4 C -0.460 -0.423 0.959  C1 1.373, C6 1.394, H12 1.158
5 C -0.009 0.639 -2.003  C3 1.537, C6 1.875, N7 1.253, H13 1.086
6 C -0.338 -0.322 -0.426  C3 1.507, C4 1.394, C5 1.875, N7 1.450
7 N 0.686 0.555 -0.963  C5 1.253, C6 1.450
8 H 1.466 1.881 2.485  C2 1.077
9 H 2.370 0.471 2.640  C2 1.090
10 H -2.210 -0.261 -1.823  C3 1.094
11 H -0.806 -1.251 -2.221  C3 1.066
12 H -1.215 -1.100 1.518  C4 1.158
13 H 0.166 1.262 -2.875  C5 1.086

Highest occupied orbital energy in eV: -15.27
Frontier orbital gap in eV: 8.84
Charge: +1
E_LUMO in eV: -6.43
Relative energy (zero: lowest compared OMol25 entry of this formula, charge and spin) in kcal/mol: 54.6

Here are the Löwdin charges for atoms 1 to 8, given in e: 0.04, 0.12, 0.01, 0.01, -0.04, -0.12, 0.17, 0.12



A gas-phase ion, C6H6N (charge +1) at a distorted geometry. Source: the OMol25 dataset; level of theory: wB97M-V/def2-TZVPD.

Bonds (Å) are listed after each position.
CARTESIAN COORDINATES (ANGSTROEM)
1 C 0.482 -0.811 2.120  C2 1.469, C3 1.282, H8 1.089
2 C 1.256 -0.775 0.872  C1 1.469, C4 1.324, H9 1.072
3 C -0.719 -0.376 2.236  C1 1.282, H10 1.061
4 C 0.523 -0.258 -0.101  C2 1.324, C5 1.412, N7 1.437
5 C -0.296 0.388 -1.053  C4 1.412, C6 1.428, N7 1.286
6 C -0.478 0.916 -2.368  C5 1.428, H11 1.089, H12 1.095, H13 1.094
7 N -0.822 0.201 0.106  C4 1.437, C5 1.286
8 H 0.986 -1.222 2.994  C1 1.089
9 H 2.261 -1.144 0.809  C2 1.072
10 H -1.695 -0.088 2.534  C3 1.061
11 H -1.490 1.294 -2.507  C6 1.089
12 H 0.240 1.727 -2.530  C6 1.095
13 H -0.249 0.149 -3.113  C6 1.094

Highest occupied orbital energy in eV: -14.04
Frontier orbital gap in eV: 8.14
Charge: +1
E_LUMO in eV: -5.90
Relative energy (zero: lowest compared OMol25 entry of this formula, charge and spin) in kcal/mol: 72.4

Here are the Löwdin charges for atoms 1 to 8, given in e: -0.08, -0.02, 0.33, -0.11, -0.15, 0.03, 0.26, 0.16



A gas-phase ion, C6H6N (charge +1) at a distorted geometry. Source: the OMol25 dataset; level of theory: wB97M-V/def2-TZVPD.

Bonds (Å) are listed after each position.
CARTESIAN COORDINATES (ANGSTROEM)
1 C 4.135 -0.443 0.129  C2 1.255, H8 1.021
2 C 2.995 0.011 -0.130  C1 1.255, C3 1.337
3 C 1.678 0.186 -0.275  C2 1.337, C5 1.299
4 C -0.819 1.347 0.304  C5 1.601, N7 1.252
5 C 0.456 0.621 -0.336  C3 1.299, C4 1.601, H9 1.081
6 C -2.178 -0.698 0.153  N7 1.475, H10 1.060, H11 1.096, H12 1.112
7 N -1.877 0.704 0.496  C4 1.252, C6 1.475, H13 1.032
8 H 5.138 -0.580 0.265  C1 1.021
9 H 0.108 0.812 -1.342  C5 1.081
10 H -3.111 -0.877 0.623  C6 1.060
11 H -2.467 -0.844 -0.894  C6 1.096
12 H -1.381 -1.473 0.131  C6 1.112
13 H -2.678 1.232 0.876  N7 1.032

Highest occupied orbital energy (alpha / beta) in eV: -13.24 / -13.24
Frontier orbital gap (alpha / beta) in eV: 6.55 / 6.55
Charge: +1
E_LUMO (alpha / beta) in eV: -6.69 / -6.69
Relative energy (zero: lowest compared OMol25 entry of this formula, charge and spin) in kcal/mol: 119.1

Here are the Löwdin charges for atoms 1 to 8, given in e: 0.32, -0.03, 0.09, 0.06, -0.03, -0.03, -0.04, 0.05



A gas-phase ion, C6H6N (charge +1) at a distorted geometry. Source: the OMol25 dataset; level of theory: wB97M-V/def2-TZVPD.

Bonds (Å) are listed after each position.
CARTESIAN COORDINATES (ANGSTROEM)
1 C 1.664 1.468 -1.052  C2 1.280, C5 1.487
2 C 0.677 2.151 -0.609  C1 1.280, C6 1.338
3 C -0.510 0.357 0.086  C4 1.351, C6 1.486, N7 1.425
4 C -1.628 -0.303 0.459  C3 1.351, H8 1.096, H9 1.165
5 C 1.842 0.020 -0.765  C1 1.487, N7 1.459, H10 1.147, H11 1.150
6 C -0.563 1.805 -0.243  C2 1.338, C3 1.486, H12 1.157
7 N 0.600 -0.491 -0.196  C3 1.425, C5 1.459, H13 1.005
8 H -1.598 -1.393 0.577  C4 1.096
9 H -2.483 0.392 0.836  C4 1.165
10 H 2.078 -0.761 -1.572  C5 1.147
11 H 2.644 0.119 0.053  C5 1.150
12 H -1.599 2.279 -0.042  C6 1.157
13 H 0.357 -1.464 -0.262  N7 1.005

Highest occupied orbital energy (alpha / beta) in eV: -13.76 / -13.31
Frontier orbital gap (alpha / beta) in eV: 6.94 / 6.27
Charge: +1
E_LUMO (alpha / beta) in eV: -6.82 / -7.03
Relative energy (zero: lowest compared OMol25 entry of this formula, charge and spin) in kcal/mol: 93.4

Here are the Löwdin charges for atoms 1 to 8, given in e: 0.17, 0.10, -0.30, 0.17, -0.15, 0.10, 0.03, 0.10